# 1
ORCA calculation (wB97M-V/def2-TZVPD) on 2 unconnected molecules or ions with the total composition C3H7O3.

Computed properties:
Relative energy (zero: lowest compared OMol25 entry of this formula, charge and spin) = 113.1 kJ/mol
HOMO level = -0.1443 Ha
HOMO-LUMO gap = 7.54 eV

```
! RIJCOSX wB97M-V def2-TZVPD def2/J DEFGRID3
* xyz -1 1
C 2.058 0.519 -1.657
C 1.136 -0.642 -1.268
O -0.063 -0.337 -1.026
O 1.657 -1.773 -1.181
H 2.392 0.445 -2.699
H 3.003 0.446 -1.105
H 1.595 1.485 -1.469
C -1.745 -0.195 1.477
O -2.063 0.792 2.493
H -2.912 0.539 2.853
H -2.528 -0.174 0.722
H -0.857 0.069 0.910
H -1.672 -1.174 1.948
*
```



# 2
ORCA calculation (wB97M-V/def2-TZVPD) on C5H8O in the gas phase.

Computed properties:
Relative energy (zero: lowest compared OMol25 entry of this formula, charge and spin) = 224.2 kJ/mol
HOMO level = -0.3149 Ha
HOMO-LUMO gap = 9.58 eV
Structure (SMILES) = C=C/C=C(/C)O

```
! RIJCOSX wB97M-V def2-TZVPD def2/J DEFGRID3
* xyz 0 1
C 2.215 0.838 -0.674
C 1.205 0.028 -1.082
C -0.171 0.288 -0.573
C -0.698 -0.153 0.565
C -2.175 -0.451 0.705
O 0.095 -0.641 1.590
H 3.178 0.334 -0.552
H 2.212 1.890 -0.439
H 1.485 -0.825 -1.690
H -0.782 0.855 -1.258
H -2.264 -1.464 0.310
H -2.468 -0.341 1.742
H -2.822 0.227 0.158
H 0.990 -0.585 1.198
*
```



# 3
ORCA calculation (wB97M-V/def2-TZVPD) on a molecular structure, C28H23N11O2PtS.

Computed properties:
Relative energy (zero: lowest compared OMol25 entry of this formula, charge and spin) = 173.8 kJ/mol
HOMO level (alpha / beta) = -0.2730 / -0.2717 Ha
HOMO-LUMO gap (alpha / beta) = 7.46 / 7.30 eV

```
! RIJCOSX wB97M-V def2-TZVPD def2/J DEFGRID3
* xyz 0 1
Pt -0.692 0.028 -3.336
N 3.399 0.172 -1.780
C 2.051 0.159 -2.025
S 1.600 0.010 -3.717
N 1.281 0.214 -0.983
N -0.071 0.100 -1.263
C -0.879 0.035 -0.277
C -2.330 -0.022 -0.390
C -3.009 -0.132 0.841
C -4.373 -0.243 0.931
C -5.112 -0.258 -0.258
C -4.487 -0.147 -1.475
C -3.085 -0.007 -1.596
O -2.628 0.143 -2.819
H 4.006 0.442 -2.533
H 3.678 0.432 -0.849
H -0.462 0.025 0.724
H -2.410 -0.133 1.746
H -4.860 -0.325 1.893
H -6.190 -0.362 -0.221
H -5.049 -0.157 -2.401
C -0.376 4.593 -0.233
N -0.226 3.771 -1.420
C -1.057 2.872 -1.945
N -0.566 2.414 -3.082
C 0.602 3.103 -3.213
N 0.847 3.941 -2.236
C -0.206 3.926 1.119
C -0.682 4.661 2.201
C -0.534 4.199 3.497
C 0.075 2.979 3.727
C 0.540 2.224 2.654
C 0.414 2.700 1.343
C 1.120 0.914 2.995
N 1.378 0.476 4.178
N 1.792 -0.843 4.029
C 1.753 -1.095 2.768
O 1.360 -0.019 2.041
C 2.035 -2.379 2.111
C 2.631 -3.377 2.880
C 2.858 -4.621 2.323
C 2.493 -4.871 1.008
C 1.908 -3.880 0.230
C 1.641 -4.211 -1.222
N 0.494 -3.539 -1.815
C 0.444 -2.875 -2.967
N -0.766 -2.371 -3.152
C -1.440 -2.804 -2.045
N -0.718 -3.501 -1.204
C 1.676 -2.626 0.788
H -1.363 5.056 -0.268
H 0.360 5.386 -0.349
H -1.981 2.558 -1.482
H 1.278 2.965 -4.039
H -1.174 5.612 2.025
H -0.907 4.784 4.327
H 0.183 2.588 4.729
H 0.803 2.110 0.518
H 2.892 -3.167 3.909
H 3.313 -5.404 2.915
H 2.667 -5.852 0.581
H 1.512 -5.288 -1.326
H 2.502 -3.918 -1.824
H 1.289 -2.763 -3.624
H -2.476 -2.574 -1.860
H 1.233 -1.830 0.202
*
```



# 4
ORCA calculation (wB97M-V/def2-TZVPD) on a molecular structure, C19H26F6N9NiO5S3.

Computed properties:
Relative energy (zero: lowest compared OMol25 entry of this formula, charge and spin) = 269.8 kJ/mol
HOMO level (alpha / beta) = -0.3937 / -0.3936 Ha
HOMO-LUMO gap (alpha / beta) = 7.73 / 7.74 eV

```
! RIJCOSX wB97M-V def2-TZVPD def2/J DEFGRID3
* xyz 1 1
Ni 0.294 -1.027 -0.039
C -0.916 -2.156 5.143
C 0.316 -1.271 5.002
N 1.264 -1.749 4.006
C 1.144 -1.604 2.680
S -0.142 -0.624 2.024
N 2.029 -2.184 1.908
N 1.774 -1.971 0.588
C 2.643 -2.362 -0.282
C 3.951 -2.955 0.094
C 2.153 -2.293 -1.676
C 2.954 -2.411 -2.800
C 2.352 -2.376 -4.049
C 0.975 -2.242 -4.136
C 0.250 -2.106 -2.967
N 0.815 -2.135 -1.765
H -1.561 -1.779 5.939
H -0.630 -3.177 5.394
H -1.487 -2.178 4.216
H 0.854 -1.223 5.948
H 0.034 -0.247 4.747
H 2.033 -2.329 4.304
H 4.295 -2.540 1.037
H 4.693 -2.778 -0.682
H 3.848 -4.035 0.223
H 4.024 -2.519 -2.705
H 2.953 -2.455 -4.945
H 0.469 -2.228 -5.091
H -0.826 -1.985 -2.985
C -5.679 2.699 1.030
C -5.155 1.404 0.443
N -3.696 1.436 0.429
C -2.968 2.224 1.201
N -1.600 2.165 1.080
C -0.795 2.703 2.187
C -1.300 4.102 2.485
C -2.760 4.013 2.896
N -3.508 3.018 2.111
C -4.959 2.966 2.341
H -6.751 2.620 1.203
H -5.509 3.529 0.342
H -5.501 1.245 -0.577
H -5.480 0.555 1.049
H -3.191 0.670 -0.010
H 0.236 2.693 1.848
H -0.885 2.032 3.043
H -1.189 4.718 1.591
H -0.726 4.569 3.284
H -3.260 4.973 2.763
H -2.855 3.729 3.947
H -5.248 3.929 2.756
H -5.184 2.198 3.086
F -1.814 0.898 -3.984
C -2.392 0.686 -2.823
F -3.410 1.525 -2.644
F -2.865 -0.558 -2.779
S -1.090 0.928 -1.463
O 0.205 0.507 -1.961
O -1.554 -0.188 -0.550
N -1.004 2.779 -2.135
S 0.468 3.355 -2.746
O 0.600 2.701 -4.000
O 0.440 4.767 -2.575
C 2.034 2.854 -1.770
F 2.743 2.014 -2.510
F 1.819 2.281 -0.576
F 2.737 3.966 -1.560
O -1.364 3.316 -0.921
N -0.992 2.160 -0.121
*
```



# 5
ORCA calculation (wB97M-V/def2-TZVPD) on a gas-phase ion, C9H18N (charge +1).

Computed properties:
Relative energy (zero: lowest compared OMol25 entry of this formula, charge and spin) = 314.0 kJ/mol
HOMO level = -0.5146 Ha
HOMO-LUMO gap = 11.19 eV
Structure (SMILES) = C#C[C@](C)(CC)[NH2+]C(C)C

```
! RIJCOSX wB97M-V def2-TZVPD def2/J DEFGRID3
* xyz 1 1
C -0.348 -1.884 1.974
C -0.689 -0.995 1.236
C -0.880 0.049 0.258
C -2.073 0.854 0.808
C -1.166 -0.481 -1.190
C -2.484 -1.165 -1.121
N 0.410 0.868 0.205
C 1.716 0.440 -0.556
C 2.311 -0.761 0.090
C 2.656 1.654 -0.311
H -0.149 -2.510 2.792
H -2.159 1.791 0.431
H -2.916 0.244 0.816
H -1.930 1.130 1.893
H -0.553 -1.237 -1.628
H -1.048 0.527 -1.806
H -3.389 -0.415 -0.817
H -2.529 -2.005 -0.332
H -2.685 -1.459 -2.198
H 0.745 1.111 1.137
H 0.024 1.772 0.025
H 1.344 0.279 -1.686
H 2.476 -0.656 1.220
H 1.649 -1.767 0.048
H 3.098 -1.051 -0.554
H 2.620 2.032 0.841
H 2.353 2.357 -0.962
H 3.595 1.278 -0.614
*
```



# 6
ORCA calculation (wB97M-V/def2-TZVPD) on a molecular structure, C14H34NO13P3S.

Computed properties:
HOMO level = -0.2795 Ha
HOMO-LUMO gap = 8.36 eV

```
! RIJCOSX wB97M-V def2-TZVPD def2/J DEFGRID3
* xyz 0 1
C -0.743 -3.943 0.910
C -0.351 -4.286 -0.545
P 0.416 -2.872 -1.444
C 1.223 -3.437 -3.009
C 1.393 -2.200 -3.909
O 1.571 -2.092 -0.444
S 1.161 -0.517 -0.119
O 1.814 -0.195 1.117
O -0.443 -0.800 0.288
N -1.116 0.439 0.311
C -2.538 0.107 0.267
C -3.508 1.240 0.106
O -2.908 -1.024 0.384
C -0.910 1.039 1.661
C -1.022 0.138 2.867
O -0.709 2.205 1.764
H -1.815 -3.789 0.941
H -0.209 -3.085 1.300
H -0.550 -4.821 1.520
H -1.257 -4.508 -1.102
H 0.280 -5.175 -0.619
H 0.517 -4.125 -3.466
H 2.189 -3.899 -2.807
H 1.394 -2.546 -4.940
H 0.571 -1.502 -3.773
H 2.314 -1.689 -3.631
H -4.469 0.903 0.475
H -3.664 1.479 -0.941
H -3.170 2.104 0.676
H -0.329 0.493 3.620
H -2.058 0.185 3.199
H -0.806 -0.905 2.661
C 6.795 -0.868 -5.518
O 7.295 -1.405 -4.282
P 6.234 -1.919 -3.205
O 4.843 -1.655 -3.557
O 6.743 -1.258 -1.856
C 6.671 0.169 -1.757
O 6.588 -3.442 -3.002
C 7.801 -3.805 -2.328
H 6.250 0.057 -5.335
H 7.651 -0.659 -6.155
H 6.143 -1.584 -6.014
H 5.700 0.531 -2.096
H 7.465 0.622 -2.351
H 6.807 0.436 -0.713
H 7.679 -3.676 -1.254
H 8.642 -3.207 -2.678
H 7.995 -4.853 -2.539
C -3.823 3.132 4.065
O -5.164 3.633 4.198
P -5.909 4.135 2.877
O -5.072 4.150 1.681
O -6.507 5.538 3.314
C -5.573 6.583 3.605
O -7.189 3.217 2.784
C -8.253 3.384 3.730
H -3.148 3.929 3.759
H -3.515 2.755 5.036
H -3.784 2.323 3.337
H -4.805 6.642 2.833
H -5.110 6.407 4.577
H -6.122 7.519 3.635
H -8.845 4.259 3.469
H -7.867 3.488 4.744
H -8.884 2.501 3.677
*
```



# 7
ORCA calculation (wB97M-V/def2-TZVPD) on C2HClO2 in the gas phase.

Computed properties:
Relative energy (zero: lowest compared OMol25 entry of this formula, charge and spin) = 117.5 kJ/mol
HOMO level = -0.4057 Ha
HOMO-LUMO gap = 9.18 eV
Structure (SMILES) = O=CC(=O)Cl

```
! RIJCOSX wB97M-V def2-TZVPD def2/J DEFGRID3
* xyz 0 1
O -0.180 -0.084 1.810
C -0.504 -0.080 0.667
C 0.354 -0.040 -0.582
O -0.036 0.287 -1.824
Cl 2.026 0.016 -0.346
H -1.661 -0.099 0.275
*
```



# 8
ORCA calculation (wB97M-V/def2-TZVPD) on 2 unconnected molecules or ions with the total composition C9H14O.

Computed properties:
Relative energy (zero: lowest compared OMol25 entry of this formula, charge and spin) = 49.1 kJ/mol
HOMO level (alpha / beta) = -0.5176 / -0.5502 Ha
HOMO-LUMO gap (alpha / beta) = 10.23 / 7.47 eV

```
! RIJCOSX wB97M-V def2-TZVPD def2/J DEFGRID3
* xyz 1 2
C -1.675 2.229 -2.100
C -1.587 0.682 -2.072
H -2.669 2.527 -2.437
H -1.658 2.621 -1.083
H -0.967 2.680 -2.787
H -2.356 0.229 -2.689
H -0.564 0.465 -2.394
H -1.678 0.277 -1.062
C -0.668 0.479 3.049
C 1.271 0.424 -0.207
C 0.614 0.891 0.876
C 1.062 -0.929 -0.552
C -0.058 0.027 1.769
C 0.360 -1.837 0.288
C -0.047 -1.381 1.494
O 1.573 -1.433 -1.633
H 1.952 1.049 -0.751
H 0.780 1.930 1.129
H 1.558 -0.739 -2.302
H 0.236 -2.869 0.014
H -0.252 1.433 3.364
H -0.355 -0.218 3.826
H -0.479 -2.083 2.191
H -1.747 0.605 2.939
*
```



Number 1: M 91.086 g/mol. Number 2: M 84.118 g/mol. Number 3: M 772.712 g/mol. Number 4: M 729.357 g/mol. Number 5: M 140.250 g/mol. Number 6: M 549.409 g/mol. Number 7: M 92.481 g/mol. Number 8: M 138.210 g/mol.